Arrangement one

Entry from OMol25: a 11-piece molecular cluster, C11H44O11 overall (the ωB97M-V functional and the def2-TZVPD basis).

Last column: Löwdin charge in e.
Atoms and positions in Å:
C -4.61 12.20 36.63  -0.123
O -3.84 12.71 35.52  -0.135
H -4.63 11.11 36.76  0.075
H -4.44 12.51 37.66  0.097
H -5.64 12.39 36.33  0.086
H -4.52 12.94 34.88  0.037
C -6.09 12.86 32.61  -0.145
O -5.97 13.78 33.63  -0.149
H -5.98 11.83 32.97  0.095
H -7.03 13.12 32.12  0.084
H -5.29 13.15 31.93  0.073
H -6.31 14.63 33.34  0.024
C -7.16 16.52 32.40  -0.127
O -6.74 16.47 33.74  -0.155
H -7.14 17.55 32.04  0.093
H -6.55 15.94 31.70  0.087
H -8.17 16.11 32.34  0.089
H -6.86 17.35 34.10  0.073
C -8.87 14.18 34.96  -0.161
O -7.84 14.90 35.61  -0.131
H -8.66 14.25 33.89  0.053
H -8.90 13.11 35.17  0.083
H -9.85 14.64 35.11  0.076
H -7.63 15.67 35.07  0.020
C -4.02 16.04 35.95  -0.134
O -3.09 15.24 36.70  -0.118
H -4.43 16.92 36.45  0.065
H -3.56 16.53 35.09  0.056
H -4.93 15.49 35.70  0.064
H -3.01 14.39 36.26  0.028
C -2.05 13.78 32.69  -0.189
O -1.11 12.93 32.20  -0.097
H -2.08 14.75 32.20  0.062
H -2.98 13.21 32.67  0.075
H -1.78 13.92 33.74  0.084
H -0.24 13.33 32.33  0.085
C -1.45 15.06 40.01  -0.170
O -2.03 15.63 41.17  -0.117
H -2.20 14.89 39.25  0.063
H -0.65 15.71 39.66  0.072
H -0.94 14.09 40.09  0.073
H -1.63 15.27 41.96  0.070
C -2.53 19.48 36.65  -0.164
O -2.27 20.71 35.98  -0.115
H -2.42 18.68 35.93  0.065
H -1.89 19.26 37.51  0.081
H -3.56 19.39 37.02  0.065
H -1.48 20.50 35.47  0.070
C -3.70 17.37 32.11  -0.147
O -4.37 18.13 31.08  -0.118
H -4.39 17.31 32.94  0.058
H -3.43 16.35 31.84  0.054
H -2.72 17.78 32.36  0.079
H -3.99 17.85 30.25  0.073
C -6.89 19.98 35.67  -0.155
O -7.07 19.54 34.37  -0.128
H -7.87 19.74 36.08  0.089
H -6.08 19.40 36.11  0.072
H -6.76 21.06 35.72  0.090
H -6.54 20.07 33.78  0.091
C -1.85 10.15 37.76  -0.188
O -1.73 11.44 37.27  -0.116
H -1.97 9.39 36.98  0.079
H -0.88 10.07 38.24  0.084
H -2.67 10.04 38.47  0.074
H -2.51 11.69 36.77  0.016

Output
SMILES: CO.CO.CO.CO.CO.CO.CO.CO.CO.CO.CO
Net charge: 0
Molar mass, u: 352.5
E_HOMO, eV: -9.83
Lowest unoccupied orbital energy, hartree: 0.01211
HOMO-LUMO gap, eV: 10.1594

=====

Arrangement two

Entry from OMol25: a 11-piece molecular cluster, C11H44O11 overall (the ωB97M-V functional and the def2-TZVPD basis).

Last column: Löwdin charge in e.
Atoms and positions in Å:
C -6.36 -6.01 10.09  -0.153
O -6.24 -5.73 11.48  -0.141
H -7.42 -5.86 9.93  0.067
H -5.96 -5.19 9.49  0.079
H -6.08 -7.03 9.83  0.070
H -6.59 -6.45 12.02  0.039
C -2.90 -8.56 11.52  -0.128
O -3.17 -9.68 10.59  -0.163
H -2.59 -7.77 10.77  0.085
H -3.83 -8.23 12.02  0.070
H -2.03 -8.78 12.26  0.096
H -3.58 -10.32 11.17  -0.005
C -6.70 -14.26 15.67  -0.199
O -7.03 -13.73 14.44  -0.128
H -5.61 -14.44 15.63  0.079
H -6.87 -13.62 16.54  0.066
H -7.21 -15.24 15.92  0.090
H -7.99 -13.63 14.36  0.048
C -3.59 -12.77 12.49  -0.084
O -4.55 -11.76 12.07  -0.157
H -2.83 -12.76 11.77  0.058
H -3.06 -12.52 13.38  0.074
H -4.00 -13.78 12.54  0.087
H -4.99 -11.38 12.87  0.062
C -4.82 -11.64 7.37  -0.192
O -4.90 -12.32 8.56  -0.108
H -5.75 -11.14 7.07  0.075
H -4.03 -10.91 7.26  0.077
H -4.58 -12.41 6.62  0.081
H -4.54 -11.75 9.25  0.065
C -11.70 -12.98 9.42  -0.153
O -10.61 -13.77 8.94  -0.148
H -12.45 -13.01 8.58  0.091
H -12.12 -13.53 10.31  0.093
H -11.35 -12.03 9.72  0.042
H -10.01 -13.12 8.51  0.074
C -7.08 -13.77 10.87  -0.100
O -7.32 -12.35 11.04  -0.152
H -6.67 -14.18 11.76  0.059
H -8.02 -14.23 10.56  0.080
H -6.34 -13.98 10.09  0.072
H -6.65 -12.04 11.68  0.055
C -10.60 -12.24 13.60  -0.152
O -9.26 -12.53 13.41  -0.131
H -11.07 -11.67 12.85  0.063
H -11.03 -13.21 13.70  0.075
H -10.72 -11.73 14.55  0.085
H -8.97 -12.50 12.48  0.067
C -8.74 -9.95 9.41  -0.131
O -7.46 -9.57 9.93  -0.124
H -8.73 -10.87 8.80  0.082
H -9.51 -10.09 10.19  0.064
H -9.12 -9.10 8.79  0.099
H -6.98 -10.38 10.06  0.048
C -5.86 -9.97 15.25  -0.112
O -6.25 -10.21 13.90  -0.150
H -6.60 -9.22 15.61  0.092
H -5.93 -10.89 15.82  0.070
H -4.89 -9.52 15.39  0.069
H -6.68 -9.49 13.40  0.037
C -9.07 -8.72 12.93  -0.089
O -7.75 -8.31 12.45  -0.158
H -9.88 -8.30 12.35  0.074
H -9.15 -9.80 12.90  0.066
H -9.15 -8.31 13.94  0.090
H -7.72 -8.73 11.57  0.044

Output
SMILES: CO.CO.CO.CO.CO.CO.CO.CO.CO.CO.CO
Net charge: 0
Molar mass, u: 352.5
E_HOMO, eV: -9.65
Lowest unoccupied orbital energy, hartree: 0.01864
HOMO-LUMO gap, eV: 10.1574

=====

The structure with the greatest stability is arrangement two.

=====

Arrangement one

Entry from OMol25: C4H14N2O as an isolated structure (the ωB97M-V functional and the def2-TZVPD basis).

Last column: Löwdin charge in e.
Atoms and positions in Å:
C -0.90 -0.61 1.01  0.312
C 0.50 -0.96 1.17  -0.079
C 0.62 -0.99 -0.29  -0.364
C 1.21 -1.97 -1.05  0.260
N 0.36 0.08 -1.13  0.223
N 0.68 2.70 1.04  0.005
H -1.03 0.42 0.84  0.087
H -1.73 -1.10 1.38  0.123
H 1.21 -0.16 1.55  0.172
H 0.76 -1.92 1.70  0.187
H 1.72 -1.79 -2.04  0.149
H 1.33 -3.00 -0.63  0.140
H 0.90 0.92 -0.69  0.217
H -0.73 0.05 -1.14  0.166
H 0.65 -0.30 -1.98  0.132
H 1.08 3.20 1.95  0.127
H 1.21 1.84 1.09  -0.051
H 1.08 3.13 0.22  0.021
H -3.35 0.31 -0.21  0.140
H -2.90 0.05 -1.84  0.066
O -2.67 0.11 -0.93  -0.032

Output
Net charge: +2
Molar mass, u: 106.2
E_HOMO, eV: -17.98
Lowest unoccupied orbital energy, hartree: -0.42746
HOMO-LUMO gap, eV: 6.3502

=====

Arrangement two

Entry from OMol25: a 3-piece molecular cluster, C4H14N2O overall (the ωB97M-V functional and the def2-TZVPD basis).

Last column: Löwdin charge in e.
Atoms and positions in Å:
C 2.34 -1.41 -0.40  -0.131
C 1.13 -0.52 -0.11  -0.168
C 1.60 0.75 0.55  -0.120
C 2.37 1.46 2.80  0.005
N 2.25 0.26 1.92  0.319
N 3.25 -1.17 -1.51  0.399
H 1.94 -2.43 -0.46  0.169
H 2.95 -1.27 0.51  0.167
H 0.53 -1.06 0.66  0.156
H 0.57 -0.30 -1.05  0.137
H 0.84 1.56 0.61  0.166
H 2.45 1.16 -0.06  0.174
H 3.27 2.04 2.63  0.165
H 1.53 2.14 2.96  0.134
H -61.93 -0.28 0.14  0.000
H -61.66 0.40 0.05  0.000
H 3.09 -0.37 -2.11  0.048
H 3.72 -1.93 -1.78  0.113
H 1.91 0.90 -3.55  0.040
H 2.54 0.96 3.78  0.128
O 1.89 0.40 -2.77  0.100

Output
Net charge: +2
Molar mass, u: 106.2
E_HOMO, eV: -14.95
Lowest unoccupied orbital energy, hartree: -0.51625
HOMO-LUMO gap, eV: 0.9047

=====

The structure with the greatest stability is arrangement one.

=====

Arrangement one

Entry from OMol25: a 16-piece molecular cluster, C28H95N7O16 overall (the ωB97M-V functional and the def2-TZVPD basis).

Last column: Löwdin charge in e.
Atoms and positions in Å:
C 17.17 17.18 8.07  -0.051
C 17.82 17.04 9.45  -0.389
C 16.97 17.66 10.58  -0.199
O 15.59 17.59 10.34  -0.192
C 14.85 18.21 11.40  -0.073
N 17.79 15.63 9.69  0.026
H 16.26 16.59 7.99  0.085
H 17.82 16.88 7.24  0.079
H 16.92 18.22 7.85  0.080
H 18.84 17.41 9.52  0.142
H 17.21 18.72 10.55  0.117
H 17.31 17.22 11.52  0.110
H 15.26 19.13 11.81  0.090
H 14.68 17.58 12.27  0.061
H 13.87 18.48 11.02  0.093
H 17.91 15.15 8.82  0.094
H 16.84 15.39 9.92  0.075
C 9.13 14.09 13.13  -0.046
C 9.60 15.02 14.28  -0.408
C 8.87 14.77 15.60  -0.172
O 9.38 15.64 16.62  -0.238
C 8.74 15.47 17.89  -0.078
N 11.03 14.83 14.36  0.046
H 8.10 14.32 12.84  0.075
H 9.17 13.03 13.40  0.083
H 9.68 14.35 12.24  0.072
H 9.47 16.04 13.91  0.140
H 8.93 13.71 15.88  0.130
H 7.80 14.98 15.59  0.125
H 9.30 16.17 18.51  0.096
H 8.83 14.44 18.25  0.089
H 7.68 15.69 17.80  0.087
H 11.16 13.84 14.49  0.099
H 11.32 15.19 15.26  0.038
C 20.71 14.81 18.41  -0.048
C 19.97 14.31 17.20  -0.433
C 18.83 13.33 17.41  -0.211
O 19.32 12.14 17.91  -0.140
C 18.44 11.14 17.71  -0.154
N 19.54 15.51 16.50  0.048
H 21.11 13.96 18.95  0.081
H 19.95 15.36 18.96  0.085
H 21.52 15.49 18.13  0.072
H 20.68 13.84 16.52  0.139
H 18.24 13.25 16.50  0.116
H 18.12 13.76 18.12  0.134
H 18.74 10.14 18.03  0.100
H 18.39 11.04 16.63  0.077
H 17.41 11.33 18.02  0.081
H 18.94 15.31 15.71  0.050
H 20.39 15.78 16.03  0.038
C 12.50 13.46 18.91  -0.039
C 13.15 12.09 18.46  -0.403
C 14.01 11.44 19.55  -0.180
O 15.03 12.36 19.94  -0.216
C 16.02 11.91 20.82  -0.113
N 11.99 11.26 18.15  0.040
H 11.74 13.25 19.67  0.069
H 11.95 13.89 18.07  0.057
H 13.34 14.03 19.31  0.075
H 13.81 12.28 17.62  0.114
H 14.47 10.49 19.27  0.112
H 13.49 11.28 20.49  0.125
H 15.92 12.50 21.73  0.087
H 17.05 12.07 20.48  0.075
H 15.93 10.84 21.01  0.087
H 12.21 10.31 17.91  0.038
H 11.37 11.27 18.94  0.064
C 14.78 13.99 15.21  -0.033
C 15.51 15.28 14.87  -0.375
C 16.50 15.30 13.69  -0.138
O 17.64 14.48 14.12  -0.201
C 18.67 14.46 13.15  -0.106
N 14.50 16.31 14.53  0.035
H 14.20 13.64 14.35  0.081
H 14.14 13.99 16.10  0.069
H 15.55 13.22 15.30  0.068
H 16.03 15.58 15.78  0.137
H 16.82 16.32 13.50  0.095
H 15.98 14.98 12.79  0.107
H 18.36 14.10 12.17  0.071
H 19.57 13.96 13.53  0.102
H 18.93 15.50 12.96  0.068
H 13.72 16.19 15.16  0.033
H 13.97 16.06 13.71  0.043
C 21.68 16.78 13.05  -0.071
C 21.59 17.84 14.13  -0.397
C 20.14 18.37 14.36  -0.203
O 19.64 18.91 13.16  -0.177
C 18.29 19.31 13.29  -0.098
N 22.07 17.11 15.31  0.016
H 21.26 15.84 13.42  0.061
H 22.72 16.53 12.89  0.081
H 21.08 17.09 12.19  0.064
H 22.24 18.68 13.90  0.131
H 20.21 19.10 15.17  0.121
H 19.59 17.56 14.84  0.096
H 17.93 19.71 12.34  0.074
H 18.24 20.03 14.10  0.097
H 17.73 18.41 13.55  0.067
H 22.01 17.57 16.21  0.077
H 23.03 16.81 15.27  0.078
C 15.60 9.89 15.54  -0.058
C 15.89 8.74 16.48  -0.443
C 14.77 7.71 16.57  -0.186
O 13.58 8.36 17.03  -0.222
C 12.43 7.54 17.04  -0.100
N 17.14 8.12 16.04  0.047
H 15.51 9.48 14.54  0.090
H 16.38 10.66 15.54  0.062
H 14.66 10.36 15.85  0.070
H 16.00 9.19 17.47  0.121
H 15.02 6.87 17.22  0.125
H 14.61 7.25 15.59  0.123
H 12.14 7.29 16.02  0.091
H 11.63 8.09 17.53  0.078
H 12.66 6.68 17.67  0.088
H 16.96 7.64 15.17  0.069
H 17.66 8.89 15.66  0.053
O 15.77 12.37 11.34  -0.044
H 15.30 13.20 11.39  -0.014
H 15.53 12.01 10.49  0.048
O 18.19 10.98 12.25  -0.070
H 17.39 11.50 12.28  -0.021
H 18.79 11.50 11.72  -0.023
O 14.47 14.96 10.73  -0.050
H 13.58 15.09 11.06  0.007
H 14.75 15.83 10.44  0.003
O 18.41 18.16 17.19  -0.078
H 18.88 17.33 17.32  -0.022
H 17.60 17.91 16.74  -0.018
O 20.45 15.15 10.39  -0.053
H 19.55 15.44 10.23  -0.026
H 20.86 15.15 9.52  0.056
O 19.99 12.41 10.27  -0.051
H 20.38 12.40 9.39  0.036
H 19.98 13.34 10.51  -0.022
O 12.13 16.53 16.42  -0.055
H 11.20 16.52 16.63  0.013
H 12.47 17.29 16.89  0.062
O 12.24 16.01 12.11  -0.060
H 11.91 16.91 12.17  0.053
H 11.75 15.53 12.77  -0.020
O 15.57 18.46 16.11  -0.053
H 15.36 19.23 15.57  0.036
H 15.40 17.71 15.54  -0.032

Output
Net charge: 0
Molar mass, u: 786.1
E_HOMO, eV: -8.79
Lowest unoccupied orbital energy, hartree: 0.00934
HOMO-LUMO gap, eV: 9.0465

=====

Arrangement two

Entry from OMol25: a 16-piece molecular cluster, C28H95N7O16 overall (the ωB97M-V functional and the def2-TZVPD basis).

Last column: Löwdin charge in e.
Atoms and positions in Å:
C -0.60 -3.36 6.98  -0.068
C 0.33 -3.66 5.81  -0.461
C 1.08 -5.00 6.05  -0.121
O 1.87 -5.12 4.79  -0.255
C 2.97 -6.04 4.79  -0.098
N -0.42 -3.58 4.61  0.071
H -0.06 -3.64 7.88  0.079
H -1.42 -4.07 6.85  0.087
H -0.93 -2.36 7.25  0.079
H 1.10 -2.90 5.89  0.134
H 0.42 -5.87 6.11  0.124
H 1.79 -5.01 6.87  0.120
H 2.63 -7.04 5.04  0.090
H 3.65 -5.73 5.59  0.075
H 3.66 -5.82 3.97  0.083
H -1.18 -4.23 4.73  0.073
H 0.06 -4.01 3.83  0.062
C 0.91 2.72 -4.15  -0.023
C 1.25 1.27 -4.29  -0.457
C 2.69 1.00 -4.23  -0.180
O 3.26 1.60 -5.46  -0.172
C 4.67 1.38 -5.54  -0.117
N 0.47 0.46 -3.40  0.045
H -0.17 2.76 -4.26  0.061
H 1.46 3.38 -4.82  0.094
H 1.00 3.08 -3.12  0.060
H 0.96 0.92 -5.28  0.146
H 2.77 -0.09 -4.29  0.100
H 3.25 1.25 -3.33  0.127
H 5.05 0.49 -5.04  0.077
H 5.21 2.17 -5.01  0.081
H 4.95 1.35 -6.59  0.087
H 0.70 -0.52 -3.31  0.062
H 0.82 0.73 -2.50  0.044
C 0.56 5.99 -1.37  -0.031
C -0.21 5.54 -0.09  -0.435
C -1.65 6.13 0.05  -0.174
O -2.28 5.63 1.21  -0.226
C -3.55 6.18 1.55  -0.086
N -0.19 4.13 -0.03  0.041
H 0.30 5.45 -2.28  0.070
H 1.57 5.71 -1.07  0.074
H 0.59 7.06 -1.57  0.072
H 0.29 5.74 0.86  0.133
H -2.12 5.71 -0.85  0.125
H -1.61 7.21 -0.09  0.126
H -3.59 6.25 2.64  0.086
H -4.41 5.59 1.24  0.085
H -3.76 7.19 1.21  0.086
H -0.74 3.78 -0.80  0.048
H -0.79 3.89 0.74  0.064
C 4.30 -0.97 -0.67  -0.090
C 3.61 -2.25 -1.03  -0.385
C 2.58 -2.62 0.11  -0.146
O 3.41 -3.17 1.15  -0.161
C 2.72 -3.46 2.29  -0.144
N 2.98 -1.88 -2.31  0.040
H 5.16 -0.72 -1.30  0.080
H 4.62 -1.01 0.37  0.080
H 3.74 -0.04 -0.61  0.061
H 4.32 -3.05 -1.23  0.145
H 1.99 -3.39 -0.40  0.126
H 2.07 -1.71 0.39  0.113
H 2.44 -4.51 2.35  0.078
H 1.77 -2.94 2.42  0.069
H 3.33 -3.29 3.17  0.093
H 3.73 -1.87 -2.98  0.067
H 2.69 -0.92 -2.22  0.022
C -2.78 -0.30 -1.36  -0.033
C -2.05 0.87 -0.59  -0.346
C -0.88 0.29 0.30  -0.138
O -1.52 -0.53 1.28  -0.256
C -0.66 -1.32 2.08  -0.095
N -1.58 1.76 -1.63  0.051
H -3.72 0.02 -1.81  0.072
H -2.99 -1.16 -0.73  0.058
H -2.14 -0.79 -2.10  0.060
H -2.79 1.42 0.00  0.137
H -0.29 1.12 0.68  0.096
H -0.21 -0.42 -0.19  0.122
H -1.15 -1.39 3.06  0.080
H 0.25 -0.76 2.26  0.078
H -0.40 -2.14 1.42  0.097
H -1.12 1.09 -2.23  0.020
H -2.45 2.04 -2.07  0.042
C 0.78 4.05 5.08  -0.045
C -0.03 3.62 3.88  -0.447
C -0.73 2.33 4.03  -0.146
O 0.31 1.32 4.08  -0.251
C 0.23 0.40 5.08  -0.140
N -1.04 4.63 3.61  0.053
H 1.26 5.03 5.06  0.080
H 1.66 3.41 5.14  0.078
H 0.20 3.91 5.99  0.088
H 0.62 3.55 3.00  0.131
H -1.17 1.94 3.11  0.122
H -1.43 2.09 4.84  0.133
H 0.51 0.81 6.05  0.096
H 0.92 -0.40 4.79  0.092
H -0.78 -0.01 5.11  0.074
H -0.83 5.56 3.95  0.072
H -1.43 4.74 2.69  0.028
C 0.68 -2.44 -6.23  -0.070
C 0.25 -3.53 -5.20  -0.403
C -0.52 -3.05 -3.96  -0.167
O -0.70 -4.18 -3.06  -0.199
C -1.63 -3.96 -2.01  -0.107
N -0.42 -4.63 -5.91  0.065
H 1.34 -1.69 -5.80  0.050
H -0.03 -1.78 -6.72  0.076
H 1.40 -2.71 -7.01  0.078
H 1.22 -3.76 -4.75  0.124
H -1.51 -2.70 -4.26  0.118
H -0.07 -2.34 -3.26  0.098
H -2.43 -3.33 -2.38  0.079
H -1.17 -3.47 -1.15  0.071
H -2.00 -4.85 -1.50  0.089
H -1.30 -4.63 -5.41  0.059
H -0.57 -4.11 -6.77  0.050
O -2.00 0.55 -4.54  -0.075
H -1.07 0.60 -4.30  -0.020
H -2.21 1.44 -4.83  -0.018
O -2.56 3.09 -5.22  -0.026
H -2.78 3.67 -5.94  0.070
H -3.26 3.23 -4.58  0.012
O -4.31 2.76 -3.03  -0.049
H -4.86 2.45 -2.31  0.061
H -4.26 2.02 -3.64  -0.003
O -1.77 -4.91 1.96  -0.061
H -2.23 -5.47 2.59  0.027
H -2.37 -4.19 1.81  -0.026
O 2.68 1.19 1.97  -0.047
H 2.04 1.30 2.67  -0.003
H 2.19 1.33 1.16  -0.018
O -4.59 0.22 -4.83  -0.056
H -3.66 0.12 -4.63  -0.029
H -4.62 0.49 -5.75  0.044
O 1.54 1.80 -0.97  -0.063
H 0.89 2.33 -0.52  -0.013
H 2.30 2.39 -1.07  0.062
O -3.22 -2.53 1.70  -0.039
H -3.78 -2.46 2.47  0.055
H -2.67 -1.74 1.73  -0.013
O -3.02 -1.73 5.81  -0.052
H -3.21 -1.21 5.04  0.022
H -2.30 -2.30 5.53  -0.026

Output
Net charge: 0
Molar mass, u: 786.1
E_HOMO, eV: -8.91
Lowest unoccupied orbital energy, hartree: 0.00885
HOMO-LUMO gap, eV: 9.1558

=====

The structure with the greatest stability is arrangement one.